Here is C44H73Cl21N2O7P4 as an isolated structure at a distorted geometry from the Open Molecules 2025 dataset. Energies are from ωB97M-V/def2-TZVPD.

Calculated values
Orbital gap: 5.5414 eV

Structure (ORCA input):
```
! RIJCOSX wB97M-V def2-TZVPD def2/J DEFGRID3
* xyz 0 1
C 2.719 -2.682 2.910
C 1.994 -1.877 2.372
C 0.908 -1.075 1.559
C 1.688 -0.283 0.440
C 2.152 1.119 0.736
P 1.761 1.764 2.462
P -0.175 2.840 2.431
O -1.300 2.018 3.018
O -0.553 3.062 0.787
O -0.079 4.329 3.231
C 2.922 1.916 -0.330
P 3.503 3.651 0.157
N 2.172 4.577 0.865
O 4.697 3.489 1.379
C 3.249 1.375 -1.688
P 4.202 2.239 -3.072
O 4.148 3.959 -2.889
Cl 6.216 1.606 -2.760
C 2.779 -0.051 -1.973
C 2.028 -0.828 -0.913
C 1.606 -2.300 -1.236
O 1.508 -3.196 -0.411
C 1.338 -2.650 -2.771
C 0.322 -3.810 -3.098
C -1.181 -3.321 -3.301
C -2.200 -4.132 -2.367
C -1.951 -3.863 -0.807
C -3.720 -3.834 -2.784
C -3.897 -2.244 -2.744
C -5.394 -1.775 -2.515
C -5.592 -0.408 -2.138
C -5.976 -0.063 -0.645
C -5.358 0.659 -3.278
C 2.036 -1.943 -3.736
C 1.878 -2.248 -5.288
N 0.771 -1.472 -5.925
C 3.065 -0.815 -3.309
O 4.025 -0.648 -4.034
H 3.332 -3.459 3.433
H 0.203 -1.798 1.034
H 0.260 -0.436 2.220
H 2.762 2.711 2.872
H -0.321 3.991 0.579
H -0.591 4.962 2.684
H 2.267 5.574 0.654
H 2.201 4.527 1.897
H 4.604 2.622 1.831
H 5.031 4.263 -2.575
H 0.311 -4.524 -2.201
H 0.707 -4.435 -3.964
H -1.209 -2.210 -3.100
H -1.509 -3.545 -4.370
H -2.030 -5.251 -2.519
H -1.138 -4.571 -0.465
H -1.590 -2.794 -0.716
H -2.921 -4.004 -0.241
H -4.468 -4.348 -2.116
H -3.870 -4.193 -3.850
H -3.489 -1.842 -3.724
H -3.277 -1.763 -1.924
H -6.261 -2.497 -2.672
H -7.013 0.381 -0.547
H -5.876 -1.020 -0.039
H -5.175 0.631 -0.237
H -6.271 0.795 -3.942
H -4.944 1.642 -2.896
H -4.560 0.216 -3.964
H 1.626 -3.349 -5.444
H 2.875 -2.108 -5.819
H 0.346 -0.915 -5.175
H 0.040 -2.145 -6.192
Cl -5.758 1.525 2.612
C -5.476 1.798 4.350
C -4.317 0.981 4.877
Cl -4.679 -0.765 4.900
H -6.401 1.572 4.882
H -5.264 2.861 4.473
H -4.098 1.271 5.907
H -3.416 1.132 4.280
Cl 0.706 2.389 4.882
C -0.291 1.989 6.297
C 0.552 1.523 7.458
Cl 1.306 -0.063 7.133
H -1.018 1.233 5.997
H -0.837 2.893 6.570
H -0.071 1.406 8.341
H 1.345 2.233 7.692
Cl 4.763 0.293 2.549
C 5.110 0.599 4.274
C 6.303 -0.194 4.766
Cl 5.966 -1.941 4.829
H 4.210 0.368 4.846
H 5.311 1.667 4.371
H 6.560 0.116 5.780
H 7.175 -0.039 4.132
Cl 3.509 -2.660 6.867
C 3.855 -2.369 8.588
C 5.046 -3.168 9.074
Cl 4.707 -4.916 9.124
H 2.956 -2.602 9.159
H 4.058 -1.302 8.694
H 5.302 -2.866 10.091
H 5.919 -3.010 8.440
Cl -3.222 2.043 8.532
C -3.588 0.301 8.666
C -2.825 -0.353 9.798
Cl -1.082 -0.421 9.451
H -3.363 -0.169 7.708
H -4.661 0.216 8.842
H -3.166 -1.381 9.931
H -2.967 0.176 10.740
Cl -10.187 -1.167 -5.456
C -10.001 -2.744 -4.649
C -9.901 -2.609 -3.145
Cl -8.380 -1.829 -2.641
H -9.123 -3.236 -5.067
H -10.880 -3.337 -4.908
H -9.917 -3.597 -2.683
H -10.729 -2.029 -2.739
Cl 7.031 4.293 -7.418
C 5.277 4.011 -7.524
C 4.540 4.527 -6.306
Cl 4.909 3.580 -4.831
H 5.113 2.943 -7.668
H 4.926 4.532 -8.418
H 3.463 4.453 -6.465
H 4.784 5.571 -6.106
Cl -1.599 -7.966 1.229
C 0.110 -7.807 1.709
C 0.843 -6.778 0.877
Cl 1.051 -7.304 -0.813
H 0.576 -8.789 1.634
H 0.117 -7.506 2.758
H 1.843 -6.618 1.283
H 0.322 -5.821 0.871
Cl 0.669 1.033 -2.547
C -0.561 2.024 -3.394
C -1.831 1.255 -3.701
Cl -1.589 -0.001 -4.935
H -0.103 2.423 -4.299
H -0.795 2.860 -2.732
H -2.588 1.936 -4.093
H -2.234 0.776 -2.808
Cl 5.121 7.838 -6.916
C 5.035 8.812 -8.405
C 4.902 7.953 -9.644
Cl 6.382 7.020 -9.976
H 5.922 9.444 -8.447
H 4.161 9.459 -8.310
H 4.724 8.586 -10.514
H 4.072 7.251 -9.557
*
```